1.
# H80O40

A cluster of 40 separate species, H80O40 in total in a non-equilibrium geometry (ωB97M-V with the def2-TZVPD basis set, the OMol25 dataset).

Each atom is followed by the atoms it is bonded to, with distances in Å.
CARTESIAN COORDINATES (ANGSTROEM)
1 H 4.00697 -4.24145 2.54319  O62 0.923
2 H 4.68519 3.97499 -1.48425  O78 0.940
3 H -1.53051 -0.44166 -3.74533  O90 0.998
4 H 3.80637 2.29319 -5.10620  O93 0.962
5 O -4.50229 -4.44931 1.38759  H57 0.938, H72 0.984
6 O -2.81224 4.53123 -0.52559  H52 1.084, H56 0.936
7 H -3.08956 -0.25662 3.01500  O95 0.947
8 H 1.71354 -2.17471 -4.07480  O36 0.903
9 H -2.20154 -2.79127 3.10896  O112 0.889
10 H 5.80505 -0.40810 1.17143  O97 0.939
11 H 0.90914 -3.45380 1.93859  O109 0.952
12 H -0.15562 2.76964 5.01800  O92 1.074
13 O -5.87647 -3.88642 -0.74583  H22 1.008, H110 0.894
14 O 4.70103 1.60530 -1.22634  H69 1.006, H70 0.987
15 O -0.33860 -2.01424 -0.73155  H27 0.996, H84 0.974
16 H 1.00065 1.96891 -0.59143  O30 1.051
17 O 5.11050 -2.54354 -0.20156  H94 0.905, H101 0.902
18 O -4.78025 -1.62219 1.28788  H23 1.018, H86 1.011
19 H 0.26686 0.35128 3.90699  O43 1.009
20 H -1.11459 -3.67374 2.51523  O112 0.911
21 H 2.64197 -4.35186 -2.90439  O42 0.993
22 H -5.90341 -2.87930 -0.70880  O13 1.008
23 H -4.34251 -2.53671 1.37926  O18 1.018
24 H -1.43709 2.10763 -1.59465  O113 1.029
25 O -1.49846 2.98529 1.43299  H41 0.918, H114 0.923
26 H -2.63820 -4.03820 -1.31217  O47 0.934
27 H -1.17765 -1.49483 -0.86909  O15 0.996
28 H -0.55681 -0.19717 -2.49474  O55 0.978
29 H 0.42544 4.22124 -2.97180  O107 0.970
30 O 0.68208 1.96928 -1.59256  H16 1.051, H59 0.910
31 H 3.59031 -3.07461 -4.16487  O33 0.984
32 O 2.04070 1.17102 0.26108  H45 1.045, H50 1.008
33 O 3.94235 -2.15990 -4.07603  H31 0.984, H81 0.989
34 H 0.80567 -1.43606 0.22626  O106 0.898
35 O -1.70028 2.40600 5.53089  H49 0.913, H102 0.949
36 O 0.97580 -1.65511 -4.05216  H8 0.903, H71 0.933
37 H -1.70966 -6.03083 -1.39028  O76 0.974
38 H -1.08628 -4.98554 -0.41514  O76 0.954
39 H -0.09404 1.21144 1.38564  O67 0.949
40 H 0.60813 4.09636 3.67068  O118 0.995
41 H -1.37540 3.10008 0.53089  O25 0.918
42 O 1.65510 -4.33422 -2.79132  H21 0.993, H111 1.079
43 O 0.93063 0.07323 4.61384  H19 1.009, H116 0.968
44 O 3.11249 -1.43538 2.95869  H63 0.866, H80 0.907
45 H 2.75291 1.42336 0.98288  O32 1.045
46 O -4.98369 -1.51392 -1.17771  H85 1.048, H100 0.944
47 O -2.87592 -3.14469 -1.44141  H26 0.934, H91 1.014
48 H -2.20019 1.09456 -0.88548  O113 0.987
49 H -2.52554 2.79620 5.49738  O35 0.913
50 H 2.05060 0.16879 0.15463  O32 1.008
51 O 2.44088 -5.00866 0.66219  H105 0.953, H108 0.997
52 H -2.84871 3.49065 -0.22424  O6 1.084
53 O 1.00096 5.25906 -0.82014  H79 1.005, H83 1.018
54 O -1.79191 2.60261 -4.51229  H87 1.086, H98 0.959
55 O -1.10181 0.60418 -2.62489  H28 0.978, H117 0.948
56 H -2.41708 4.20710 -1.30989  O6 0.936
57 H -4.28431 -4.96494 0.63505  O5 0.938
58 H 5.18530 0.73317 0.53435  O97 0.909
59 H 0.88356 2.78353 -1.94535  O30 0.910
60 H 4.27709 3.86397 0.00517  O78 0.987
61 H 1.20727 2.27881 5.69099  O92 0.942
62 O 3.68758 -4.48933 3.37262  H1 0.923, H65 0.959
63 H 2.49160 -1.95109 2.64369  O44 0.866
64 H 0.18596 -4.83374 1.73535  O109 0.954
65 H 3.59776 -3.73502 3.95825  O62 0.959
66 H 4.58936 0.95461 -5.10689  O93 0.985
67 O -0.23453 0.62184 2.11598  H39 0.949, H74 0.993
68 O 2.31818 0.94188 -3.44805  H75 0.980, H88 0.920
69 H 5.14581 1.13055 -1.99343  O14 1.006
70 H 3.75731 1.53625 -0.94462  O14 0.987
71 H 0.11309 -1.85155 -4.34707  O36 0.933
72 H -3.92908 -4.89828 2.04954  O5 0.984
73 H -0.77357 4.58455 -3.82443  O107 0.950
74 H -1.05459 1.07880 2.43872  O67 0.993
75 H 1.84586 0.87252 -4.30342  O68 0.980
76 O -1.58171 -5.79953 -0.45305  H37 0.974, H38 0.954
77 H 1.35181 5.24134 3.42544  O118 0.944
78 O 4.22832 4.43127 -0.80056  H2 0.940, H60 0.987
79 H 0.97074 6.26259 -0.78016  O53 1.005
80 H 3.67643 -1.13508 2.31462  O44 0.907
81 H 4.40122 -2.18999 -3.20025  O33 0.989
82 H -1.09277 -0.52214 -5.10823  O90 0.917
83 H 1.94290 5.14990 -1.19126  O53 1.018
84 H -0.88830 -2.71031 -0.32822  O15 0.974
85 H -4.89683 -1.15859 -0.19612  O46 1.048
86 H -5.75139 -1.66867 1.56440  O18 1.011
87 H -2.41056 2.90750 -3.67374  O54 1.086
88 H 1.72499 1.26166 -2.82115  O68 0.920
89 H -3.67493 0.80665 3.93640  O95 0.967
90 O -1.77770 -0.87343 -4.61002  H3 0.998, H82 0.917
91 H -3.85407 -2.98621 -1.22512  O47 1.014
92 O 0.86636 3.02522 5.22928  H12 1.074, H61 0.942
93 O 3.97160 1.50881 -5.63743  H4 0.962, H66 0.985
94 H 5.47376 -2.10411 -0.90379  O17 0.905
95 O -3.01482 0.65917 3.24602  H7 0.947, H89 0.967
96 H -3.53357 5.28077 0.98687  O99 0.974
97 O 4.97963 0.02871 1.07045  H10 0.939, H58 0.909
98 H -2.49731 2.67235 -5.15894  O54 0.959
99 O -3.09344 5.67985 1.75868  H96 0.974, H115 0.979
100 H -4.52050 -1.07600 -1.87369  O46 0.944
101 H 4.61059 -2.20068 0.46695  O17 0.902
102 H -1.73343 1.58451 6.00539  O35 0.949
103 O -4.01190 2.73501 2.67946  H104 1.029, H120 0.921
104 H -3.79217 3.69875 2.96579  O103 1.029
105 H 1.78774 -4.49257 0.19792  O51 0.953
106 O 1.55487 -1.39575 0.71968  H34 0.898, H119 0.993
107 O -0.52129 4.42651 -2.92270  H29 0.970, H73 0.950
108 H 1.85824 -5.74212 1.00244  O51 0.997
109 O 0.34549 -3.96782 1.36845  H11 0.952, H64 0.954
110 H -5.10762 -4.24275 -0.46120  O13 0.894
111 H 1.47395 -3.44831 -2.20281  O42 1.079
112 O -1.95027 -3.61026 2.87198  H9 0.889, H20 0.911
113 O -2.33809 2.04756 -1.10143  H24 1.029, H48 0.987
114 H -0.89637 3.60794 1.75112  O25 0.923
115 H -2.19759 5.29026 1.69597  O99 0.979
116 H 1.72217 0.52545 4.28916  O43 0.968
117 H -0.72740 1.34262 -3.08764  O55 0.948
118 O 0.98317 4.56629 2.87746  H40 0.995, H77 0.944
119 H 1.18891 -0.74203 1.37172  O106 0.993
120 H -3.25347 2.42049 2.26218  O103 0.921

Computed properties:
Kohn-Sham gap, Eh: 0.3571
Spin multiplicity: 1
M, g mol⁻¹: 720.60
Lowest unoccupied orbital energy, eV: -0.6
HOMO, eV: -10.317
Energy relative to the best compared isomer or geometry (same formula, charge and spin), kcal/mol: 302.8

***

2.
# H80O40

A cluster of 40 separate species, H80O40 in total in a non-equilibrium geometry (ωB97M-V with the def2-TZVPD basis set, the OMol25 dataset).

Each atom is followed by the atoms it is bonded to, with distances in Å.
CARTESIAN COORDINATES (ANGSTROEM)
1 H 2.90014 -5.53558 -1.62719  O63 0.968
2 H 4.67076 2.91409 0.27371  O109 0.993
3 O 5.01588 0.91645 1.86297  H12 1.005, H59 0.953
4 O -3.11101 3.89491 3.41512  H11 0.911, H82 0.966
5 H 2.26854 2.02052 -4.17757  O88 0.987
6 H 3.07657 -5.16617 -0.12856  O63 0.941
7 H -1.45300 -4.61624 1.24010  O19 0.981
8 O 0.67766 -0.08109 -2.35099  H36 0.968, H114 0.987
9 H 0.63080 3.60642 -0.78478  O107 0.982
10 H -5.68807 0.44877 0.35875  O91 0.956
11 H -3.43598 3.05857 3.25873  O4 0.911
12 H 5.43397 1.62336 1.28403  O3 1.005
13 H -0.77296 -0.33434 -0.01361  O72 1.008
14 H -1.22742 -4.05605 -0.22490  O19 0.975
15 O -0.73831 -2.14699 -2.45453  H98 0.997, H105 0.998
16 H 6.46454 0.99586 -1.21986  O106 0.989
17 O 0.16103 0.36393 -4.80820  H27 0.974, H120 0.981
18 H 2.58262 -1.33623 -2.65488  O86 0.987
19 O -1.73139 -3.92682 0.60022  H7 0.981, H14 0.975
20 H -0.74676 2.92153 -3.59049  O60 0.930
21 O -1.64697 4.55459 0.46900  H46 1.055, H116 0.972
22 H 1.40463 -2.48143 -2.18612  O86 0.902
23 H -4.86768 1.73945 -2.76492  O76 0.912
24 H -2.58037 -2.39748 0.55233  O73 0.969
25 H -4.20955 0.58894 -2.21313  O76 0.983
26 H -2.10579 4.71702 -2.40658  O53 0.912
27 H -0.47481 0.17899 -4.09445  O17 0.974
28 H 3.63534 1.53983 -4.80501  O88 1.009
29 O 1.36196 -5.67498 1.96325  H34 0.958, H104 0.989
30 O -3.80722 -2.94072 3.55136  H54 0.945, H118 0.943
31 H -3.30010 2.29718 1.46179  O103 0.940
32 H 2.81577 2.03094 1.53130  O97 0.938
33 H -4.83238 -2.50066 -0.91236  O110 0.969
34 H 1.25728 -6.26935 1.21915  O29 0.958
35 H 5.10199 0.63548 -1.83452  O106 0.982
36 H 1.45906 0.32178 -2.75656  O8 0.968
37 H 1.82735 -2.09553 -4.74506  O69 1.028
38 H 2.66024 -2.67862 1.05002  O70 1.046
39 H -4.89214 1.44471 -0.44107  O91 0.944
40 H -2.79527 1.21381 3.23928  O80 0.935
41 O 4.77679 -1.06709 -3.45018  H58 0.961, H90 0.916
42 H -1.68358 -1.47905 5.18186  O83 1.056
43 H -1.38481 -2.07026 2.41618  O49 1.004
44 O 2.05591 -1.28518 1.95992  H52 1.019, H79 0.913
45 H -2.32990 -0.93770 -2.79144  O57 0.971
46 H -2.34482 4.65800 -0.31501  O21 1.055
47 O 2.47376 -3.40694 4.44689  H65 1.050, H115 0.946
48 O 1.53179 4.48398 3.92002  H56 1.010, H100 0.967
49 O -1.68994 -1.11799 2.50534  H43 1.004, H51 0.979
50 H -0.50605 0.02638 4.88976  O102 0.914
51 H -2.59009 -1.31865 2.17741  O49 0.979
52 H 2.64858 -0.54594 2.33448  O44 1.019
53 O -1.80184 3.97728 -1.96741  H26 0.912, H99 0.945
54 H -4.11029 -3.60944 2.95578  O30 0.945
55 H -1.01878 -5.12495 -3.54591  O81 1.010
56 H 1.09923 5.39490 3.85748  O48 1.010
57 O -3.07384 -0.86062 -3.41046  H45 0.971, H119 0.972
58 H 5.56693 -0.67891 -3.06520  O41 0.961
59 H 5.57982 0.15553 1.96753  O3 0.953
60 O -0.56002 3.73365 -4.00449  H20 0.930, H108 1.003
61 O -0.55774 -2.75262 4.98392  H92 0.999, H117 0.955
62 O 0.34061 5.90040 -0.23926  H84 1.147, H113 1.012
63 O 3.20848 -5.84774 -0.76436  H1 0.968, H6 0.941
64 H -0.45811 1.84275 2.28423  O77 0.947
65 H 2.41028 -4.26338 3.84324  O47 1.050
66 H 3.18496 -3.03612 -0.26170  O70 0.932
67 O 4.41783 3.80659 -2.34622  H87 0.945, H94 1.010
68 H -2.88066 -2.01936 5.80568  O83 0.928
69 O 2.02520 -3.08429 -4.54278  H37 1.028, H71 0.956
70 O 2.52747 -3.39071 0.29495  H38 1.046, H66 0.932
71 H 2.42011 -3.41177 -5.34893  O69 0.956
72 O -1.56056 -0.10954 -0.60189  H13 1.008, H96 1.092
73 O -3.22325 -1.67960 0.44689  H24 0.969, H75 1.032
74 H 0.81276 -0.13538 5.73850  O102 0.947
75 H -2.63870 -0.83774 0.56553  O73 1.032
76 O -4.07477 1.55272 -2.35461  H23 0.912, H25 0.983
77 O -1.17014 2.46099 2.19485  H64 0.947, H112 0.957
78 H 2.01269 3.21012 0.86837  O97 1.026
79 H 1.39426 -1.27454 2.58946  O44 0.913
80 O -3.51812 1.10559 2.65546  H40 0.935, H111 0.995
81 O -1.13496 -4.71463 -2.63040  H55 1.010, H85 0.952
82 H -3.86601 4.49530 3.36182  O4 0.966
83 O -2.53876 -1.16122 5.71332  H42 1.056, H68 0.928
84 H -0.69464 5.67260 0.19834  O62 1.147
85 H -2.01498 -4.96717 -2.36988  O81 0.952
86 O 2.23302 -2.12547 -2.17651  H18 0.987, H22 0.902
87 H 4.00547 3.40285 -3.09496  O67 0.945
88 O 3.20668 2.30078 -4.29889  H5 0.987, H28 1.009
89 H 5.11358 2.95794 -1.14222  O109 1.003
90 H 4.67399 -1.81699 -3.96651  O41 0.916
91 O -5.71175 0.97725 -0.43782  H10 0.956, H39 0.944
92 H -0.67246 -3.31215 5.80405  O61 0.999
93 H -0.19052 2.73696 -1.54233  O107 0.963
94 H 3.79106 4.31201 -1.73707  O67 1.010
95 H -6.27879 -2.42661 -1.60404  O110 0.933
96 H -1.40793 -0.90492 -1.33467  O72 1.092
97 O 2.93464 2.76997 0.96611  H32 0.938, H78 1.026
98 H -0.24507 -1.97836 -3.30480  O15 0.997
99 H -2.52998 3.60489 -1.49317  O53 0.945
100 H 0.67036 4.04561 3.94080  O48 0.967
101 H -2.76034 1.71593 0.23099  O103 0.950
102 O 0.34064 -0.31525 4.93782  H50 0.914, H74 0.947
103 O -3.05735 2.54503 0.58846  H31 0.940, H101 0.950
104 H 1.93479 -4.96528 1.58040  O29 0.989
105 H -0.14447 -2.91539 -2.22537  O15 0.998
106 O 6.02608 0.30692 -1.77856  H16 0.989, H35 0.982
107 O 0.36682 2.66124 -0.76025  H9 0.982, H93 0.963
108 H -0.09167 4.55847 -3.67713  O60 1.003
109 O 5.36786 2.48998 -0.29277  H2 0.993, H89 1.003
110 O -5.36451 -2.57368 -1.71925  H33 0.969, H95 0.933
111 H -4.37425 0.85110 3.09298  O80 0.995
112 H -0.81872 3.22715 1.74161  O77 0.957
113 H 0.89597 5.71164 0.58491  O62 1.012
114 H 0.20073 0.45875 -1.67623  O8 0.987
115 H 2.78678 -2.74447 3.84808  O47 0.946
116 H -2.19936 4.69360 1.25721  O21 0.972
117 H 0.35203 -2.90728 4.73902  O61 0.955
118 H -2.94259 -2.90724 3.17527  O30 0.943
119 H -3.80438 -1.38537 -3.04140  O57 0.972
120 H -0.35746 0.87325 -5.46659  O17 0.981

Computed properties:
Kohn-Sham gap, Eh: 0.3599
Spin multiplicity: 1
M, g mol⁻¹: 720.60
Lowest unoccupied orbital energy, eV: -0.3
HOMO, eV: -10.124
Energy relative to the best compared isomer or geometry (same formula, charge and spin), kcal/mol: 278.7